# C47H47BF6N2O4P

A 7-piece molecular cluster, C47H47BF6N2O4P overall in a non-equilibrium geometry (wB97M-V/def2-TZVPD, the Open Molecules 2025 dataset).

- multiplicity = 1
- largest force on an atom (eV Å⁻¹) = 5.6
- LUMO (eV) = 1.86
- total charge = -1
- HOMO-LUMO gap (Ha) = 0.25306

Last column: Löwdin charge in e.
Geometry (Å):
C: 2.420 -1.058 3.536  -0.08
O: 3.435 -1.350 2.516  -0.07
B: 3.302 -0.408 1.402  -0.51
O: 4.113 0.802 1.534  0.06
C: 2.370 -0.683 0.081  -0.38
N: 0.937 -0.954 0.377  -0.04
C: 0.245 0.197 1.020  -0.19
C: -1.338 -0.174 0.989  -0.14
C: -2.227 0.221 -0.226  0.00
C: -3.739 -0.208 -0.226  -0.03
C: -4.317 -1.038 0.982  -0.21
C: -5.840 -1.564 1.051  -0.10
C: -3.392 -1.389 2.197  -0.05
C: -1.877 -0.967 2.215  -0.02
P: 3.044 -2.327 -0.662  0.80
N: 2.740 -3.515 0.400  -0.35
C: 2.649 0.428 -1.031  -0.57
O: 1.783 1.141 -1.628  -0.07
O: 3.998 0.578 -1.407  -0.23
H: 2.217 0.066 3.656  0.11
H: 1.462 -1.595 3.165  0.09
H: 2.729 -1.554 4.522  0.07
H: 4.918 0.624 0.992  0.10
H: 0.857 -1.728 1.072  0.09
H: 0.526 0.371 2.120  0.10
H: 0.326 1.183 0.450  0.12
H: -1.743 0.798 -1.087  0.10
H: -4.379 0.079 -1.125  0.07
H: -5.772 -2.714 1.152  0.08
H: -6.380 -1.308 0.082  0.05
H: -6.399 -1.198 1.979  0.07
H: -3.873 -1.983 3.059  0.09
H: -1.181 -1.244 3.090  0.09
H: 4.425 -2.209 -1.019  0.01
H: 2.319 -2.696 -1.865  0.02
H: 2.104 -4.200 -0.058  -0.06
F: -5.979 -0.979 -1.914  0.02
C: -5.884 -1.779 -2.990  -0.28
C: -4.832 -2.678 -3.077  -0.01
C: -4.737 -3.510 -4.188  -0.07
C: -5.688 -3.427 -5.203  -0.10
C: -6.737 -2.517 -5.106  -0.08
C: -6.839 -1.692 -3.990  -0.02
H: -4.097 -2.722 -2.281  0.12
H: -3.922 -4.222 -4.263  0.11
H: -5.610 -4.071 -6.066  0.08
H: -7.475 -2.451 -5.899  0.10
H: -7.654 -0.984 -3.894  0.11
F: 3.983 7.729 0.154  0.05
C: 4.505 6.507 0.369  -0.30
C: 3.784 5.382 -0.003  -0.03
C: 4.326 4.118 0.214  -0.05
C: 5.579 3.995 0.812  -0.09
C: 6.292 5.131 1.185  -0.09
C: 5.755 6.394 0.958  -0.03
H: 2.807 5.497 -0.459  0.12
H: 3.773 3.231 -0.080  0.11
H: 5.999 3.010 0.985  0.10
H: 7.265 5.032 1.654  0.10
H: 6.300 7.290 1.235  0.11
F: 9.849 5.694 -4.707  0.05
C: 8.632 5.631 -4.139  -0.30
C: 7.799 6.738 -4.191  -0.03
C: 6.537 6.671 -3.608  -0.08
C: 6.128 5.503 -2.970  -0.08
C: 6.975 4.399 -2.919  -0.06
C: 8.232 4.461 -3.512  -0.02
H: 8.138 7.642 -4.685  0.11
H: 5.874 7.529 -3.649  0.10
H: 5.146 5.454 -2.511  0.10
H: 6.655 3.491 -2.418  0.11
H: 8.901 3.609 -3.490  0.11
F: 3.155 -1.362 6.661  0.05
C: 4.295 -1.953 7.049  -0.28
C: 4.775 -3.041 6.337  -0.01
C: 5.960 -3.650 6.736  -0.08
C: 6.646 -3.171 7.850  -0.10
C: 6.152 -2.080 8.561  -0.09
C: 4.973 -1.464 8.155  -0.02
H: 4.224 -3.404 5.477  0.12
H: 6.349 -4.497 6.181  0.11
H: 7.568 -3.649 8.163  0.10
H: 6.685 -1.711 9.430  0.10
H: 4.578 -0.609 8.691  0.11
F: -5.218 0.425 3.995  0.06
C: -4.458 0.541 5.093  -0.30
C: -4.417 -0.500 6.007  -0.03
C: -3.625 -0.381 7.144  -0.09
C: -2.891 0.782 7.360  -0.10
C: -2.944 1.824 6.438  -0.08
C: -3.727 1.701 5.296  -0.01
H: -5.001 -1.395 5.826  0.11
H: -3.579 -1.194 7.862  0.10
H: -2.276 0.876 8.250  0.10
H: -2.374 2.731 6.610  0.10
H: -3.773 2.498 4.563  0.12
F: -6.209 -3.770 -7.857  0.04
C: -7.321 -3.754 -8.608  -0.28
C: -8.354 -4.630 -8.314  -0.02
C: -9.509 -4.609 -9.089  -0.08
C: -9.613 -3.720 -10.157  -0.10
C: -8.567 -2.849 -10.446  -0.08
C: -7.417 -2.861 -9.664  -0.01
H: -8.252 -5.320 -7.484  0.12
H: -10.327 -5.285 -8.863  0.10
H: -10.513 -3.708 -10.764  0.10
H: -8.648 -2.160 -11.280  0.10
H: -6.596 -2.183 -9.869  0.12